# C36H55AuN3O3PSbSi3

C36H55AuN3O3PSbSi3 as an isolated structure (the ωB97M-V functional and the def2-TZVPD basis, OMol25).

XYZ file:
```
103
C36H55AuN3O3PSbSi3 the ωB97M-V functional and the def2-TZVPD basis
Au 0.75 -0.92 0.85
C 5.11 -1.49 0.43
C 5.52 -1.68 1.74
C 4.59 -1.64 2.76
C 3.25 -1.41 2.45
N 2.87 -1.24 1.18
C 3.77 -1.28 0.19
C 2.16 -1.35 3.45
C 2.38 -1.57 4.81
C 1.31 -1.56 5.70
C 0.02 -1.33 5.23
C -0.20 -1.10 3.87
C 0.87 -1.10 3.00
H 5.81 -1.52 -0.40
H 6.56 -1.86 1.97
H 4.89 -1.78 3.78
H 3.39 -1.14 -0.81
H 3.37 -1.76 5.20
H 1.48 -1.73 6.75
H -0.81 -1.34 5.92
H -1.21 -0.94 3.52
C 0.89 -0.17 -2.48
Sb -0.86 0.68 -1.60
C -1.20 -0.30 0.29
C -1.78 0.56 1.36
C -1.10 1.63 1.95
C -1.70 2.35 2.97
C -2.97 1.99 3.39
C -3.58 0.91 2.76
N -3.01 0.22 1.78
Si -2.32 -1.80 -0.15
C -2.39 -2.97 1.31
C -1.54 -2.70 -1.61
C -4.03 -1.32 -0.76
C -0.99 2.83 -2.09
C 0.05 3.32 -1.13
C 0.42 4.64 -0.91
C 1.49 4.90 -0.07
C 2.17 3.85 0.54
C 1.73 2.57 0.29
N 0.70 2.32 -0.52
Si -0.32 3.10 -3.88
C -0.72 4.83 -4.47
C 1.55 2.95 -3.87
C -1.03 1.84 -5.07
Si -2.78 3.45 -1.86
C -2.82 5.31 -1.63
C -3.80 2.94 -3.34
C -3.58 2.70 -0.36
H 0.94 -1.20 -2.13
H 1.75 0.40 -2.15
H 0.82 -0.17 -3.57
H -0.09 1.87 1.64
H -1.18 3.18 3.43
H -3.48 2.52 4.18
H -4.56 0.58 3.07
H -1.39 -3.29 1.61
H -2.97 -3.85 1.04
H -2.87 -2.49 2.16
H -0.51 -3.00 -1.44
H -1.60 -2.15 -2.55
H -2.12 -3.62 -1.76
H -4.66 -0.93 0.04
H -4.51 -2.21 -1.19
H -3.98 -0.57 -1.56
H -0.12 5.45 -1.39
H 1.79 5.93 0.11
H 3.01 4.03 1.19
H 2.20 1.71 0.75
H -0.22 5.59 -3.87
H -1.79 5.05 -4.49
H -0.35 4.92 -5.49
H 2.02 3.43 -3.01
H 1.94 3.45 -4.76
H 1.90 1.92 -3.92
H -2.03 2.12 -5.41
H -1.09 0.83 -4.67
H -0.38 1.81 -5.95
H -2.33 5.88 -2.42
H -2.37 5.60 -0.67
H -3.87 5.62 -1.60
H -3.53 3.46 -4.27
H -4.85 3.18 -3.13
H -3.74 1.87 -3.53
H -3.06 2.95 0.57
H -3.68 1.61 -0.41
H -4.59 3.10 -0.28
C 1.10 -6.79 0.29
O 0.79 -5.48 -0.19
P 1.40 -4.11 0.40
O 1.06 -4.10 1.97
C 1.65 -4.88 3.02
O 3.00 -4.48 0.53
C 3.69 -4.72 -0.69
H 1.09 -7.47 -0.55
H 0.34 -7.10 1.01
H 2.08 -6.82 0.77
H 1.19 -5.87 3.06
H 1.45 -4.35 3.95
H 2.72 -4.98 2.87
H 4.76 -4.66 -0.48
H 3.43 -3.97 -1.45
H 3.45 -5.71 -1.09
```

Highest occupied orbital energy (spin up / spin down), eV: -8.994 / -10.731
Charge: +1
2S+1: 3
Kohn-Sham gap (spin up / spin down), Eh: 0.24491 / 0.24336

Löwdin atomic charge list, values in e, 99 entries: Au 0.963; C -0.050; C -0.032; C 0.013; C -0.215; N -0.034; C -0.136; C -0.212; C -0.036; C -0.077; C -0.064; C -0.089; C -0.149; H 0.114; H 0.118; H 0.111; H 0.103; H 0.105; H 0.107; H 0.109; H 0.087; C -0.288; Sb 1.566; C -0.590; C -0.472; C -0.074; C -0.060; C -0.059; C -0.125; N 0.078; Si 0.378; C -0.162; C -0.211; C -0.184; C -0.518; C -0.422; C -0.018; C -0.029; C -0.039; C -0.134; N -0.011; Si 0.455; C -0.165; C -0.150; C -0.172; Si 0.439; C -0.163; C -0.168; C -0.160; H -0.018; H -0.001; H 0.009; H 0.071; H 0.113; H 0.105; H 0.114; H 0.005; H 0.040; H 0.025; H -0.026; H 0.015; H 0.043; H 0.024; H 0.037; H 0.012; H 0.103; H 0.119; H 0.112; H 0.100; H 0.037; H 0.022; H 0.046; H 0.035; H 0.045; H 0.017; H 0.027; H 0.010; H 0.047; H 0.021; H 0.037; H 0.046; H 0.023; H 0.046; H 0.036; H 0.029; H 0.014; H 0.054; C -0.109; O -0.346; P 0.797; O -0.375; C -0.085; O -0.379; C -0.136; H 0.090; H 0.088; H 0.080; H 0.083; H 0.083